[1]
Here is an isolated molecule of C2H3N5O from the Open Molecules 2025 dataset. Energies are from ωB97M-V/def2-TZVPD.

```
! RIJCOSX wB97M-V def2-TZVPD def2/J DEFGRID3
* xyz 0 1
N 2.3757 0.3419 0.2030
N 1.6216 -0.7240 -0.0570
C 0.4376 -0.2854 -0.1390
C 0.0649 1.0227 -0.2579
N -1.1727 1.2605 -0.2865
N -1.9473 0.3437 0.4120
N -1.6450 -0.8807 0.3849
O -0.5345 -1.1539 -0.4388
H 2.3133 0.6615 1.3646
H 3.4374 -0.0946 0.1799
H 0.8841 1.8506 -0.2472
*
```

The HOMO-LUMO gap is 8.35 eV. Its LUMO energy is -1.3 eV. As for the structure (SMILES): N/N=c1\cnnno1. Its energy above the lowest of the compared OMol25 structures with the same formula, charge and spin is 7.0791 eV.

=====

[2]
Here is a structure of composition C4H11N2 from the Open Molecules 2025 dataset. Energies are from ωB97M-V/def2-TZVPD.

```
! RIJCOSX wB97M-V def2-TZVPD def2/J DEFGRID3
* xyz 1 1
C -2.4923 0.3691 0.4547
C -0.8385 -0.6237 -0.0588
C -2.3362 1.3823 1.2576
C 1.3272 -1.8494 -0.2152
N 0.4554 -0.6401 -0.1713
N 1.8277 1.3540 -0.9340
H -3.2473 -0.2454 0.1217
H -1.3297 -1.6058 -0.0027
H 1.0159 0.2185 -0.3550
H -1.4046 1.7678 1.7261
H -3.2471 1.8284 1.6649
H 1.7587 -1.9414 0.7616
H 0.6264 -2.7776 -0.2724
H 2.0442 -1.6404 -1.0263
H 2.5887 0.7366 -1.0506
H 1.9719 1.9190 -0.1334
H 1.2797 1.7482 -1.7667
*
```

The HOMO-LUMO gap is 10.28 eV. Its LUMO energy is -4.0 eV. Its energy above the lowest of the compared OMol25 structures with the same formula, charge and spin is 4.7959 eV.

=====

[3]
Here is a structure of composition C19H44ClF3MnO3P2S from the Open Molecules 2025 dataset. Energies are from ωB97M-V/def2-TZVPD.

```
! RIJCOSX wB97M-V def2-TZVPD def2/J DEFGRID3
* xyz 0 4
Mn 0.0000 0.0000 0.0000
Cl 1.8905 -1.1981 1.0014
P 1.6507 1.2083 -1.2064
C 3.0422 0.1189 -1.8761
C 1.1661 2.2451 -2.6799
C 2.5587 2.2980 0.0206
C 2.5914 -1.2609 -2.3368
H 3.6616 -0.0279 -0.9905
C 3.8920 0.7667 -2.9661
H 3.4084 0.7052 -3.9385
H 4.8357 0.2266 -3.0456
H 4.1320 1.8080 -2.7804
H 2.4598 -1.9350 -1.4994
H 3.3547 -1.6846 -2.9912
H 1.6610 -1.2250 -2.8989
H 2.9545 1.5277 0.6858
C 1.6394 3.1879 0.8499
C 3.7255 3.1041 -0.5285
H 4.5945 2.4888 -0.7408
H 4.0307 3.8463 0.2101
H 3.4578 3.6470 -1.4347
H 0.6036 2.8626 0.8099
H 1.6823 4.2254 0.5307
H 1.9556 3.1570 1.8925
C 0.4243 1.3902 -3.7018
H 2.1122 2.5553 -3.1239
C 0.3870 3.5067 -2.3329
H 1.0751 0.6774 -4.2000
H -0.0032 2.0348 -4.4708
H -0.3848 0.8380 -3.2361
H -0.4018 3.3154 -1.6140
H -0.0783 3.8983 -3.2385
H 1.0328 4.2858 -1.9404
H 0.2349 -1.2408 -1.0293
H 0.3303 0.8721 1.3351
P -1.3574 -1.3944 1.3624
C -0.7533 -1.5191 3.1488
C -3.1804 -1.0408 1.5439
C -1.1470 -3.1544 0.7504
C -0.1387 -0.2370 3.6953
H 0.0540 -2.2475 3.0647
C -1.7886 -2.0477 4.1380
H -2.4838 -1.2687 4.4437
H -1.2756 -2.3865 5.0384
H -2.3705 -2.8840 3.7658
H 0.8532 -0.0696 3.2937
H -0.0511 -0.3191 4.7798
H -0.7483 0.6377 3.4809
H -0.0746 -3.2752 0.9177
C -1.3964 -3.3195 -0.7447
C -1.8787 -4.2351 1.5312
H -1.4393 -4.4168 2.5072
H -1.8296 -5.1740 0.9785
H -2.9341 -4.0003 1.6667
H -1.4965 -2.3663 -1.2561
H -2.2883 -3.9068 -0.9443
H -0.5547 -3.8480 -1.1922
C -3.3899 0.3758 2.0683
H -3.5242 -1.7372 2.3092
C -4.0002 -1.3012 0.2871
H -3.2742 0.4422 3.1464
H -4.4014 0.7050 1.8275
H -2.6914 1.0691 1.6121
H -3.6053 -0.7764 -0.5757
H -5.0207 -0.9510 0.4489
H -4.0568 -2.3596 0.0535
F -4.2794 3.1814 -2.4756
C -2.9070 3.1793 -2.3083
F -2.3293 2.7027 -3.4665
F -2.4887 4.4760 -2.0755
S -2.4583 2.1005 -0.8969
O -1.8887 2.8595 0.3112
O -3.8105 1.6397 -0.3491
O -1.5397 0.6287 -1.1323
*
```

The HOMO-LUMO gap (spin up / spin down) is 6.37 / 7.91 eV. Its LUMO energy (spin up / spin down) is -1.8 / -0.8 eV.

=====

[4]
Here is a structure of composition C19H26ClN3ORe from the Open Molecules 2025 dataset. Energies are from ωB97M-V/def2-TZVPD.

```
! RIJCOSX wB97M-V def2-TZVPD def2/J DEFGRID3
* xyz 2 4
C -3.6249 1.9952 -2.7299
C -4.7045 1.0142 -2.4436
C -3.9384 3.4036 -2.3528
C -2.9516 1.8378 -4.0508
Cl -1.6123 1.1711 -0.8455
H -4.7678 3.8136 -3.0080
H -3.1263 4.0517 -2.5260
H -4.3085 3.4796 -1.3723
H -5.5903 1.1970 -3.1255
H -5.1005 1.1168 -1.4759
H -4.4148 0.0258 -2.6634
H -3.6697 2.0802 -4.8984
H -2.6568 0.8431 -4.2219
H -2.1582 2.5148 -4.1710
C 0.4541 0.4500 2.8079
C 0.5840 1.7721 2.2961
C -0.6340 2.1012 1.6073
H 1.3446 2.4846 2.6391
C -1.4465 0.9242 1.6460
C -0.7509 -0.0958 2.3467
H -1.0837 -1.1324 2.5048
H 1.1792 -0.0270 3.4912
H -0.8992 3.0910 1.1955
H -2.4126 0.7740 1.1343
C 1.8609 -0.0108 -1.1687
C 2.5307 0.8602 -0.2762
C 1.8646 2.1065 -0.2299
H 3.4980 0.6411 0.2086
C 0.7834 2.0220 -1.1521
C 0.8198 0.7346 -1.7603
H 0.0386 0.2805 -2.4019
H 2.1657 -1.0492 -1.4205
H 2.2324 3.0003 0.3150
H 0.0919 2.8647 -1.3731
Re 0.4689 0.7229 0.3768
C 1.1208 -5.2505 1.7633
N 1.8664 -4.0069 1.5966
C 3.2160 -4.0903 1.5031
C 3.9289 -2.9291 1.4996
C 3.2026 -1.7282 1.6455
N 1.9350 -1.6336 1.4417
C 1.1854 -2.7914 1.3981
O -0.0410 -2.7973 1.2308
N 3.8983 -0.5951 1.9644
H 1.1767 -5.8509 0.8297
H 0.0400 -4.9735 1.9232
H 1.4896 -5.8136 2.5763
H 3.6272 -5.0828 1.4758
H 5.0350 -2.9182 1.4607
H 4.8551 -0.7211 2.2795
H 3.3987 0.1231 2.5102
*
```

The HOMO-LUMO gap (spin up / spin down) is 5.12 / 6.10 eV. Its LUMO energy (spin up / spin down) is -7.6 / -8.2 eV.

=====

[5]
Here is an isolated molecule of C24H36O6 from the Open Molecules 2025 dataset. Energies are from ωB97M-V/def2-TZVPD.

```
! RIJCOSX wB97M-V def2-TZVPD def2/J DEFGRID3
* xyz 0 1
C -3.5993 -4.3370 -0.1793
C -4.0942 -2.9799 0.2447
O -4.7017 -2.7510 1.2562
O -3.7601 -2.0513 -0.6615
C -4.1369 -0.7068 -0.4117
C -2.9386 0.1866 -0.0294
O -3.4871 1.4599 0.3539
C -4.1300 2.2212 -0.5311
C -4.6242 3.4831 0.1319
O -4.3029 1.9478 -1.6900
C -1.8949 0.2781 -1.1585
C -0.5544 -0.2270 -0.5759
C 0.2711 -0.8954 -1.6718
C 1.6664 -1.2560 -1.1826
C 2.4131 0.0113 -0.7662
C 1.7123 0.7120 0.4215
C 1.8824 -0.0947 1.7119
C 2.3649 2.1086 0.6360
C 3.7179 2.2659 -0.0570
C 4.5646 1.0207 0.1524
C 3.9416 -0.2024 -0.5484
C 4.6148 -0.3778 -1.9230
C 4.2373 -1.4962 0.1952
O 3.9505 -2.5967 -0.1994
O 4.9255 -1.3405 1.3376
C 0.2241 0.9619 0.0229
C -0.6111 1.6427 1.1286
C -1.4742 0.7136 1.9882
C -2.1483 -0.3857 1.1680
C -1.0469 -1.1989 0.4980
H -3.3310 -4.3296 -1.2308
H -4.3670 -5.0802 0.0168
H -2.7242 -4.5900 0.4166
H -4.5883 -0.3294 -1.3329
H -4.8709 -0.6830 0.4024
H -4.6915 4.2798 -0.6027
H -5.6187 3.2935 0.5312
H -3.9680 3.7631 0.9500
H -1.8223 1.2932 -1.5446
H -2.2032 -0.3676 -1.9808
H -0.2437 -1.7947 -2.0164
H 0.3527 -0.2128 -2.5221
H 1.5929 -1.9651 -0.3609
H 2.2064 -1.7578 -1.9845
H 2.3340 0.6973 -1.6170
H 2.9051 -0.0207 2.0691
H 1.6656 -1.1484 1.5676
H 1.2354 0.2906 2.4938
H 2.5061 2.2730 1.7056
H 1.7046 2.8985 0.2750
H 4.2332 3.1337 0.3593
H 3.5847 2.4527 -1.1239
H 4.6590 0.8472 1.2231
H 5.5722 1.1814 -0.2348
H 4.2045 -1.2334 -2.4510
H 4.4677 0.5151 -2.5254
H 5.6843 -0.5401 -1.8006
H 5.1088 -2.2120 1.7235
H 0.2981 1.6850 -0.8010
H 0.0410 2.2199 1.7848
H -1.2801 2.3566 0.6464
H -0.8743 0.2251 2.7576
H -2.2300 1.3148 2.4959
H -2.7927 -0.9817 1.8177
H -0.2869 -1.4962 1.2112
H -1.4451 -2.0942 0.0207
*
```

The HOMO-LUMO gap is 10.46 eV. Its LUMO energy is 0.6 eV. As for the structure (SMILES): CC(=O)OC[C@]1(OC(C)=O)C[C@@]23CC[C@H]4[C@@](C)(CCC[C@@]4(C)C(=O)O)[C@@H]2CC[C@@H]1C3. Its energy above the lowest of the compared OMol25 structures with the same formula, charge and spin is 0.0000 eV.

=====

[6]
Here is a structure of composition C32H28FeN5O3S5 from the Open Molecules 2025 dataset. Energies are from ωB97M-V/def2-TZVPD.

```
! RIJCOSX wB97M-V def2-TZVPD def2/J DEFGRID3
* xyz -2 2
Fe 0.0961 -0.1250 -1.1023
C 3.8454 -2.5046 -1.9847
C 2.4317 -1.9808 -1.8459
N 2.1497 -0.8996 -1.1843
N 3.3210 -0.3778 -0.5939
C 3.2270 0.5823 0.2736
S 1.9162 1.3916 0.9030
S 4.8995 0.9290 0.9467
C 4.9520 -0.4798 2.0896
C 3.9849 -0.3693 3.2380
C 2.8272 -1.1331 3.2660
C 1.9234 -1.0111 4.3145
C 2.1740 -0.1204 5.3466
C 3.3295 0.6553 5.3226
C 4.2238 0.5306 4.2726
C 1.3813 -2.8016 -2.4916
C 1.5832 -4.1682 -2.6892
C 0.6563 -4.9600 -3.3455
C -0.5015 -4.3584 -3.8452
C -0.7231 -3.0117 -3.6675
C 0.2069 -2.2000 -2.9730
O -0.0340 -0.9351 -2.8296
H 4.5363 -1.6761 -2.0984
H 3.9124 -3.1753 -2.8404
H 4.1556 -3.0425 -1.0856
H 5.9816 -0.5084 2.4528
H 4.7618 -1.3777 1.5012
H 2.6042 -1.7962 2.4376
H 1.0094 -1.5913 4.3048
H 1.4604 -0.0149 6.1551
H 3.5223 1.3700 6.1144
H 5.1068 1.1591 4.2308
H 2.4812 -4.6293 -2.2969
H 0.8314 -6.0211 -3.4712
H -1.2407 -4.9581 -4.3658
H -1.6190 -2.5275 -4.0351
C -0.9821 2.5658 2.5471
C -1.0428 1.3689 1.6284
N -1.0100 1.4872 0.3574
N -1.0918 2.7822 -0.1345
C -0.5190 2.9631 -1.2689
S 0.5000 1.9328 -2.2007
S -0.7611 4.6096 -1.9706
C -2.5442 4.7555 -1.6518
C -3.3655 3.9487 -2.6186
C -3.7810 2.6637 -2.2896
C -4.4975 1.8969 -3.2019
C -4.8145 2.4169 -4.4477
C -4.3995 3.7014 -4.7875
C -3.6748 4.4559 -3.8797
C -1.1560 0.0117 2.2105
C -1.8175 -0.0947 3.4380
C -2.0211 -1.2961 4.0920
C -1.5203 -2.4573 3.4988
C -0.8525 -2.3906 2.2977
C -0.6411 -1.1692 1.6005
O 0.0230 -1.2308 0.4954
H -0.2985 3.2982 2.1234
H -0.6271 2.2740 3.5337
H -1.9597 3.0474 2.6394
H -2.7723 5.8203 -1.7289
H -2.6939 4.4249 -0.6261
H -3.5066 2.2321 -1.3349
H -4.7752 0.8883 -2.9231
H -5.3654 1.8178 -5.1628
H -4.6271 4.1065 -5.7668
H -3.3251 5.4461 -4.1528
H -2.2038 0.8122 3.8896
H -2.5530 -1.3304 5.0343
H -1.6593 -3.4189 3.9818
H -0.4625 -3.2821 1.8219
O -4.1118 -1.2425 -1.2448
S -2.6828 -1.3885 -0.9181
N -1.7806 -0.2901 -1.3041
*
```

The HOMO-LUMO gap (spin up / spin down) is 6.06 / 6.04 eV. Its LUMO energy (spin up / spin down) is 4.4 / 4.4 eV. Its energy above the lowest of the compared OMol25 structures with the same formula, charge and spin is 1.4812 eV.

=====

[7]
Here is a structure of composition C6H12Cl2O10PbS2 from the Open Molecules 2025 dataset. Energies are from ωB97M-V/def2-TZVPD.

```
! RIJCOSX wB97M-V def2-TZVPD def2/J DEFGRID3
* xyz -2 1
Pb 21.7767 10.1152 -11.5189
Cl 26.1872 11.5818 -11.3887
Cl 18.0833 7.5274 -9.6947
O 21.2906 11.9578 -15.4649
C 20.3250 13.0110 -15.7090
C 18.9992 13.0954 -14.9292
O 19.0214 12.9751 -13.4816
H 20.1194 13.2379 -16.7552
H 20.8493 13.9393 -15.4820
H 18.2695 12.3387 -15.2174
H 18.4570 13.9885 -15.2400
C 28.2451 7.3742 -7.2812
C 28.3455 6.4218 -8.4777
O 27.2509 5.4260 -8.3688
S 26.0699 6.0251 -7.4193
O 25.3602 4.9215 -6.7311
O 25.2769 7.0268 -8.1959
O 27.2221 6.8031 -6.4504
H 27.8677 8.3110 -7.6913
H 29.2112 7.5355 -6.8030
H 29.3070 5.9091 -8.4495
H 28.1188 6.9695 -9.3924
C 23.5644 10.9926 -3.1252
C 24.8430 11.8137 -3.3555
O 24.7558 12.2397 -4.7053
S 23.1386 12.6280 -5.0632
O 22.7313 11.8987 -6.2814
O 22.8506 14.0860 -4.9617
O 22.5946 11.7788 -3.7226
H 23.3670 10.6909 -2.0966
H 23.8211 10.1804 -3.8052
H 25.8049 11.3331 -3.1767
H 24.8106 12.7068 -2.7315
*
```

The HOMO-LUMO gap is 3.60 eV. Its LUMO energy is 2.0 eV.

=====

[8]
Here is an isolated molecule of CH3BrN2O from the Open Molecules 2025 dataset. Energies are from ωB97M-V/def2-TZVPD.

```
! RIJCOSX wB97M-V def2-TZVPD def2/J DEFGRID3
* xyz 0 1
H -1.6945 0.4323 1.4404
N -1.8957 1.0475 0.6363
N -1.2001 1.1480 -0.3245
O 0.0025 0.4845 -0.7565
C 0.8486 -0.6132 -0.4185
Br 2.4505 -0.0886 0.5710
H 1.1546 -1.0605 -1.3611
H 0.3341 -1.3500 0.2130
*
```

The HOMO-LUMO gap is 10.71 eV. Its LUMO energy is 0.6 eV. As for the structure (SMILES): [H]/N=N\OCBr. Its energy above the lowest of the compared OMol25 structures with the same formula, charge and spin is 1.2138 eV.

=====

What is the formula in the fourth record?
C19H26ClN3ORe